Here is a 3-piece molecular cluster, C40H37BrNO8 overall from the Open Molecules 2025 dataset. Energies are from wB97M-V/def2-TZVPD.

## Properties
- spin multiplicity = 1
- HOMO energy (Eh) = -0.181
- gap between HOMO and LUMO (eV) = 4.729
- LUMO energy (eV) = -0.2
- charge = -1

Positions of all 87 atoms, in Å:
C1 5.758 -2.130 0.612
C2 4.516 -1.667 -0.085
O1 4.488 -1.347 -1.226
O2 3.393 -1.586 0.690
C3 2.817 -2.865 1.041
C4 2.182 -3.585 -0.130
C5 1.602 -4.939 0.348
C6 2.317 -6.174 -0.214
C7 2.601 -7.291 0.802
C8 3.312 -6.901 2.109
C9 4.827 -7.141 2.092
C10 5.542 -6.053 1.282
N1 6.798 -6.471 0.650
C11 6.781 -6.521 -0.780
Br1 6.478 -4.707 -1.579
C12 5.812 -7.558 -1.440
O3 5.264 -8.354 -0.656
O4 5.774 -7.498 -2.683
H1 6.606 -1.689 0.105
H2 5.798 -3.217 0.541
H3 5.732 -1.861 1.665
H4 3.584 -3.504 1.486
H5 2.059 -2.622 1.780
H6 1.399 -2.953 -0.544
H7 2.929 -3.765 -0.901
H8 1.580 -4.950 1.438
H9 0.558 -4.968 0.035
H10 1.682 -6.607 -0.987
H11 3.237 -5.901 -0.730
H12 1.636 -7.735 1.067
H13 3.171 -8.058 0.283
H14 3.147 -5.856 2.381
H15 2.883 -7.503 2.913
H16 5.074 -8.127 1.722
H17 5.180 -7.074 3.128
H18 4.853 -5.637 0.549
H19 5.771 -5.240 1.978
H20 7.532 -5.827 0.910
H21 7.780 -6.782 -1.116
C13 -2.669 2.333 0.529
C14 -2.013 3.404 1.126
C15 -0.788 3.828 0.642
C16 -0.206 3.176 -0.439
C17 -0.856 2.091 -1.028
C18 -2.092 1.678 -0.546
C19 -0.238 1.352 -2.168
O5 -0.815 0.421 -2.689
C20 1.101 1.797 -2.643
C21 1.723 1.093 -3.666
C22 2.964 1.496 -4.126
C23 3.587 2.608 -3.571
C24 2.974 3.313 -2.551
C25 1.733 2.907 -2.077
C26 1.106 3.660 -0.957
O6 1.640 4.640 -0.477
H22 -3.634 2.017 0.901
H23 -2.465 3.910 1.970
H24 -0.273 4.663 1.096
H25 -2.592 0.844 -1.017
H26 1.234 0.226 -4.087
H27 3.454 0.937 -4.911
H28 4.559 2.918 -3.931
H29 3.454 4.174 -2.108
C27 -4.968 8.207 -1.217
C28 -4.158 7.086 -1.073
C29 -4.628 5.970 -0.402
C30 -5.909 5.976 0.136
C31 -6.717 7.107 0.005
C32 -6.244 8.219 -0.680
C33 -8.082 7.148 0.604
O7 -8.790 8.125 0.485
C34 -8.549 5.949 1.360
C35 -9.797 5.979 1.967
C36 -10.253 4.873 2.664
C37 -9.467 3.729 2.752
C38 -8.220 3.695 2.152
C39 -7.754 4.805 1.459
C40 -6.399 4.759 0.841
O8 -5.707 3.766 0.910
H30 -4.600 9.075 -1.748
H31 -3.158 7.082 -1.487
H32 -4.007 5.091 -0.291
H33 -6.879 9.087 -0.783
H34 -10.403 6.871 1.890
H35 -11.225 4.899 3.139
H36 -9.828 2.864 3.292
H37 -7.600 2.812 2.216

***

Here is an isolated molecule of C17H20N2O3S from the Open Molecules 2025 dataset. Energies are from wB97M-V/def2-TZVPD.

## Properties
- energy relative to the best compared isomer or geometry (same formula, charge and spin) (eV) = 0.652
- structure (SMILES) = CC(=O)c1sc(NC(=O)CCCOc2ccccc2C)nc1C
- spin multiplicity = 1
- HOMO energy (Eh) = -0.310
- gap between HOMO and LUMO (eV) = 8.421
- LUMO energy (eV) = 0.0
- charge = 0

Positions of all 43 atoms, in Å:
C1 -5.963 -0.651 -0.684
C2 -4.720 -1.231 -0.057
O1 -4.645 -2.385 0.312
C3 -3.598 -0.315 0.080
S1 -3.659 1.357 -0.425
C4 -1.992 1.522 0.110
N1 -1.377 2.724 -0.038
C5 -0.077 3.128 0.253
O2 0.253 4.241 -0.075
C6 0.789 2.145 0.983
C7 2.275 2.428 0.768
C8 2.675 2.114 -0.679
O3 2.228 0.847 -1.108
C9 2.764 -0.287 -0.562
C10 3.948 -0.342 0.161
C11 4.408 -1.553 0.652
C12 3.694 -2.713 0.431
C13 2.515 -2.660 -0.296
C14 2.036 -1.465 -0.799
C15 0.765 -1.391 -1.586
N2 -1.484 0.442 0.603
C16 -2.350 -0.597 0.597
C17 -1.907 -1.911 1.119
H1 -6.317 0.192 -0.094
H2 -6.737 -1.412 -0.736
H3 -5.737 -0.290 -1.686
H4 -1.926 3.445 -0.494
H5 0.547 1.133 0.659
H6 0.538 2.216 2.045
H7 2.852 1.814 1.459
H8 2.489 3.479 0.962
H9 2.179 2.816 -1.354
H10 3.759 2.220 -0.809
H11 4.528 0.550 0.339
H12 5.332 -1.579 1.211
H13 4.050 -3.656 0.818
H14 1.954 -3.567 -0.474
H15 0.321 -2.377 -1.698
H16 0.053 -0.734 -1.089
H17 0.960 -0.972 -2.572
H18 -2.109 -2.691 0.388
H19 -0.846 -1.873 1.349
H20 -2.470 -2.164 2.016

***

Here is a 2-piece molecular cluster, C3H11N2S overall from the Open Molecules 2025 dataset. Energies are from wB97M-V/def2-TZVPD.

## Properties
- energy relative to the best compared isomer or geometry (same formula, charge and spin) (eV) = 0.493
- spin multiplicity = 2
- HOMO energy (spin up / spin down) (Eh) = -0.720 / -0.720
- gap between HOMO and LUMO (spin up / spin down) (eV) = 11.990 / 7.086
- LUMO energy (spin up / spin down) (eV) = -7.6 / -12.5
- charge = +2

Positions of all 17 atoms, in Å:
C1 0.967 -0.674 -1.311
C2 0.599 0.823 -1.386
S1 -0.051 1.226 -3.040
H1 1.751 -0.882 -2.038
H2 0.114 -1.318 -1.525
H3 1.371 -0.942 -0.335
H4 -0.194 1.103 -0.680
H5 1.475 1.456 -1.217
H6 -0.583 2.416 -2.671
N1 0.168 0.310 2.232
C3 -0.888 -0.457 2.115
N2 -1.347 -1.021 1.022
H7 0.767 0.536 1.463
H8 0.396 0.667 3.150
H9 -1.448 -0.676 3.020
H10 -2.152 -1.626 1.120
H11 -0.944 -0.939 0.081

***

Here is a 5-piece molecular cluster, C32H47IN4O16PS2 overall from the Open Molecules 2025 dataset. Energies are from wB97M-V/def2-TZVPD.

## Properties
- spin multiplicity = 1
- HOMO energy (Eh) = -0.164
- gap between HOMO and LUMO (eV) = 5.586
- LUMO energy (eV) = 1.1
- charge = -1

Positions of all 103 atoms, in Å:
N1 -2.257 3.436 6.121
C1 -3.047 2.544 5.945
C2 -4.170 1.409 5.644
C3 -3.553 -0.070 5.563
C4 -2.741 -0.432 4.229
C5 -2.812 -2.067 4.081
S1 -1.371 -2.797 3.168
C6 -1.288 -2.119 1.422
S2 -1.340 -0.473 1.090
N2 -1.133 -3.131 0.356
C7 -2.395 -3.406 -0.384
C8 -2.695 -2.431 -1.634
O1 -1.618 -1.532 -1.997
C9 -0.329 -2.191 -1.964
C10 0.032 -2.871 -0.536
C11 -5.072 1.403 7.016
O2 -5.887 0.452 7.308
O3 -4.940 2.430 7.971
C12 -5.196 1.812 4.454
C13 -6.335 2.731 5.176
N3 -7.220 3.426 5.625
C14 -5.957 0.498 3.936
C15 -7.357 0.734 3.191
C16 -7.248 1.433 1.734
I1 -6.013 0.322 0.315
P1 -4.480 2.929 3.087
N4 -2.859 2.473 2.597
O4 -4.294 4.515 3.794
H1 -2.800 -0.158 6.445
H2 -4.321 -0.909 5.738
H3 -1.618 -0.157 4.291
H4 -3.175 -0.025 3.255
H5 -2.852 -2.481 5.164
H6 -3.839 -2.275 3.579
H7 -2.366 -4.495 -0.767
H8 -3.313 -3.334 0.319
H9 -2.972 -3.052 -2.577
H10 -3.617 -1.774 -1.380
H11 -0.189 -2.942 -2.822
H12 0.469 -1.351 -2.142
H13 0.808 -2.243 0.050
H14 0.536 -3.883 -0.764
H15 -6.195 -0.179 4.851
H16 -5.323 -0.175 3.235
H17 -7.783 -0.328 2.978
H18 -8.164 1.262 3.811
H19 -8.325 1.416 1.298
H20 -6.956 2.543 1.773
H21 -2.837 1.848 1.780
H22 -2.259 2.128 3.359
H23 -4.198 5.104 2.999
C17 4.290 -0.410 -5.105
C18 3.662 0.282 -3.915
C19 4.643 0.627 -2.835
O5 3.826 0.627 -1.671
C20 2.818 -0.261 -1.915
O6 2.071 -0.699 -1.074
O7 2.767 -0.595 -3.235
H24 4.969 0.257 -5.635
H25 4.843 -1.299 -4.794
H26 3.518 -0.752 -5.800
H27 3.094 1.160 -4.242
H28 5.107 1.604 -2.985
H29 5.428 -0.125 -2.703
C21 3.110 -0.783 3.546
C22 4.310 -0.199 2.832
C23 4.447 -0.660 1.411
O8 5.849 -0.558 1.192
C24 6.439 -0.749 2.407
O9 7.609 -0.963 2.567
O10 5.524 -0.671 3.415
H30 2.176 -0.421 3.110
H31 3.118 -1.876 3.498
H32 3.131 -0.518 4.606
H33 4.301 0.894 2.905
H34 3.895 -0.032 0.710
H35 4.153 -1.704 1.262
C25 10.498 -1.163 -5.008
C26 9.218 -0.403 -5.278
C27 8.056 -0.867 -4.449
O11 6.944 -0.535 -5.273
C28 7.393 -0.596 -6.560
O12 6.682 -0.607 -7.526
O13 8.755 -0.649 -6.604
H36 10.865 -0.973 -3.997
H37 10.349 -2.240 -5.131
H38 11.272 -0.873 -5.724
H39 9.386 0.675 -5.172
H40 7.995 -0.356 -3.486
H41 8.046 -1.949 -4.281
C29 -1.768 2.163 -4.953
C30 -3.174 2.006 -4.416
C31 -3.381 2.648 -3.076
O14 -4.431 1.865 -2.525
C32 -4.308 0.624 -3.072
O15 -4.871 -0.355 -2.666
O16 -3.457 0.638 -4.137
H42 -1.545 3.208 -5.178
H43 -1.030 1.793 -4.235
H44 -1.639 1.571 -5.863
H45 -3.904 2.360 -5.152
H46 -3.675 3.697 -3.152
H47 -2.512 2.568 -2.415

***

Here is C38H39Cl2I2NO8PY as an isolated structure from the Open Molecules 2025 dataset. Energies are from wB97M-V/def2-TZVPD.

## Properties
- energy relative to the best compared isomer or geometry (same formula, charge and spin) (eV) = 0.281
- spin multiplicity = 1
- HOMO energy (Eh) = -0.281
- gap between HOMO and LUMO (eV) = 7.293
- LUMO energy (eV) = -0.4
- charge = 0

Positions of all 92 atoms, in Å:
Y1 -0.632 -0.198 0.068
C1 3.844 0.812 2.800
C2 3.394 1.190 1.407
C3 3.850 0.432 0.324
C4 4.760 -0.747 0.587
C5 3.454 0.768 -0.971
C6 4.016 0.048 -2.175
C7 2.527 1.798 -1.176
C8 1.997 2.041 -2.572
C9 2.115 2.597 -0.102
C10 1.280 3.835 -0.365
C11 2.557 2.290 1.198
C12 2.211 3.183 2.372
H1 3.308 -0.077 3.153
H2 3.677 1.606 3.522
H3 4.907 0.569 2.820
H4 4.434 -1.300 1.469
H5 5.791 -0.425 0.766
H6 4.771 -1.452 -0.240
H7 3.343 -0.744 -2.512
H8 4.988 -0.393 -1.966
H9 4.148 0.739 -3.007
H10 2.656 2.697 -3.151
H11 1.008 2.488 -2.549
H12 1.906 1.099 -3.112
H13 0.227 3.684 -0.121
H14 1.334 4.136 -1.408
H15 1.639 4.677 0.227
H16 1.742 2.619 3.182
H17 1.526 3.973 2.094
H18 3.110 3.647 2.787
Cl1 -7.757 -2.453 2.336
C13 -6.298 -1.762 1.683
C14 -6.392 -0.747 0.708
C15 -5.268 -0.177 0.179
C16 -3.965 -0.584 0.589
O1 -2.931 -0.027 0.090
C17 -3.899 -1.628 1.557
C18 -2.651 -2.134 2.010
O2 -1.519 -1.797 1.633
C19 -5.077 -2.194 2.095
H19 -7.373 -0.426 0.381
H20 -5.336 0.597 -0.577
H21 -2.711 -2.921 2.778
H22 -4.997 -2.980 2.838
I1 -1.796 3.666 -3.384
C20 -2.070 1.623 -3.679
C21 -2.695 1.157 -4.849
C22 -2.918 -0.175 -5.047
I2 -3.835 -0.779 -6.828
C23 -2.545 -1.119 -4.057
C24 -2.749 -2.515 -4.138
C25 -2.367 -3.326 -3.107
C26 -1.779 -2.753 -1.971
N1 -1.568 -1.465 -1.861
C27 -1.925 -0.638 -2.881
C28 -1.640 0.764 -2.681
O3 -1.023 1.144 -1.599
H23 -2.999 1.874 -5.600
H24 -3.213 -2.931 -5.022
H25 -2.516 -4.396 -3.152
H26 -1.475 -3.374 -1.134
C29 -1.187 4.324 3.179
O4 -0.955 3.376 2.127
P1 -1.410 1.846 2.273
O5 -0.994 1.419 3.769
C30 0.069 0.463 3.928
O6 -2.987 1.963 2.552
C31 -3.773 2.647 1.557
H27 -2.196 4.228 3.578
H28 -1.053 5.312 2.747
H29 -0.467 4.172 3.982
H30 0.664 0.772 4.783
H31 0.718 0.418 3.049
H32 -0.354 -0.524 4.105
H33 -4.807 2.370 1.737
H34 -3.485 2.340 0.551
H35 -3.653 3.725 1.661
Cl2 5.102 -6.562 -0.816
C32 4.059 -5.187 -0.638
C33 3.699 -4.768 0.634
C34 2.871 -3.668 0.771
C35 2.409 -2.994 -0.352
C36 2.770 -3.432 -1.620
C37 3.600 -4.531 -1.772
C38 1.536 -1.796 -0.199
O7 1.115 -1.194 -1.223
O8 1.181 -1.431 0.966
H36 4.069 -5.302 1.500
H37 2.574 -3.314 1.751
H38 2.390 -2.904 -2.485
H39 3.891 -4.882 -2.752

***

| no. | largest force on an atom (eV/A) |
| --- | --- |
| 1 | 1.24 |
| 2 | 1.28 |
| 3 | 0.99 |
| 4 | 7.38 |
| 5 | 0.77 |